Record 1
{"formula": "C9H8INO", "method": "ωB97M-V with the def2-TZVPD basis set", "smiles": "C=CN(I)C(=O)c1ccccc1", "e_tot_ha": -775.3722, "lumo_ev": -0.593, "total_charge": 0, "multiplicity": 1, "symbols": ["C", "C", "C", "C", "C", "C", "C", "C", "C", "N", "O", "I", "H", "H", "H", "H", "H", "H", "H", "H"], "coordinates": [[-2.01338, -2.49283, 0.06072], [-1.77129, -1.92823, 1.32182], [-1.69748, -1.80964, -1.06359], [-1.08998, -0.75970, 1.35837], [-0.86498, -0.67665, -1.05155], [-0.45848, -0.21079, 0.17888], [2.43074, 3.04053, -0.17098], [2.77438, 1.82444, 0.16065], [0.47656, 0.97520, 0.43675], [1.81817, 0.75698, 0.33530], [0.07299, 2.09605, 0.68068], [2.37904, -1.20784, 0.02250], [-2.49557, -3.42378, -0.13845], [-2.13924, -2.39774, 2.17986], [-2.05921, -2.10304, -2.10133], [-0.84359, -0.33744, 2.37093], [-0.46076, -0.23899, -1.90282], [3.24215, 3.72923, -0.34922], [1.42170, 3.24961, -0.33690], [3.77973, 1.57986, 0.28133]], "atomic_forces_ev_per_a": [[-0.5, -0.1, 0.2], [-0.1, -0.4, -1.9], [0.5, 1.0, -3.2], [2.2, 1.4, 0.7], [-0.3, -0.7, 2.1], [-1.1, 0.4, 2.2], [1.1, 0.3, -0.4], [-1.6, -1.1, 0.1], [-0.8, 0.4, -0.6], [0.9, -0.8, -0.2], [-0.7, -0.5, 0.2], [0.5, 0.6, 0.1], [-0.5, -0.5, 0.6], [-0.4, -0.6, 1.3], [0.5, -0.1, 1.6], [-0.3, -0.2, -1.2], [0.4, 0.6, -1.6], [-0.2, 0.3, 0.1], [-1.0, 0.9, -0.2], [1.4, -0.8, 0.3]]}



Record 2
{"formula": "C6H13N4", "method": "ωB97M-V with the def2-TZVPD basis set", "e_tot_ha": -454.9872, "lumo_ev": [-4.065, -4.064], "total_charge": 1, "multiplicity": 1, "symbols": ["C", "C", "C", "C", "C", "C", "N", "N", "N", "N", "H", "H", "H", "H", "H", "H", "H", "H", "H", "H", "H", "H", "H"], "coordinates": [[1.74354, -0.10616, -0.77940], [1.83998, -1.45190, -0.01961], [1.52177, 1.18012, 0.13422], [0.62671, -2.01259, 0.65052], [-0.83732, 0.55580, 1.00854], [-2.95880, 0.36689, -0.42406], [-0.55046, -2.01005, 0.24715], [-1.39115, -1.31078, -0.32433], [-1.66220, -0.05710, 0.01177], [0.11102, 1.49647, 0.35987], [2.63561, 0.09381, -1.43027], [0.77785, -0.21834, -1.43479], [2.00150, -2.15452, -0.88055], [2.77671, -1.47777, 0.66912], [2.07169, 1.21727, 0.97204], [1.76461, 2.04156, -0.38566], [0.71787, -2.82343, 1.35033], [-1.39889, 1.23629, 1.62136], [-2.77703, 1.29560, -1.07723], [-3.28451, -0.41300, -1.09544], [-3.51661, 0.39554, 0.42069], [0.13480, 2.37377, 0.93588], [-0.34669, 1.78252, -0.53014]], "atomic_forces_ev_per_a": [[-2.1, 1.0, 0.3], [2.0, 0.3, -0.6], [-1.5, -2.2, -4.0], [1.4, -0.5, 0.4], [-0.4, -0.1, 0.2], [2.2, 0.9, -3.8], [-1.5, 1.0, -0.1], [-1.2, 0.5, -1.6], [2.9, -1.7, 1.5], [-1.0, 1.3, 0.2], [-0.9, -0.5, 0.6], [1.9, 0.5, 0.7], [0.3, 0.0, 1.0], [-1.8, -0.2, -1.1], [1.6, -0.4, 3.4], [1.4, 1.5, -1.5], [0.9, 0.0, 0.7], [-0.8, -0.3, 0.4], [-1.0, -0.9, 1.4], [-0.5, -0.1, -0.1], [-2.3, 0.9, 2.2], [-0.3, -0.9, -0.5], [0.8, 0.0, 0.3]]}



Record 3
{"formula": "C4H10F2NSSi", "method": "ωB97M-V with the def2-TZVPD basis set", "e_tot_ha": -1100.2985, "lumo_ev": [-4.930, -8.080], "total_charge": 1, "multiplicity": 1, "symbols": ["C", "C", "C", "C", "N", "F", "F", "Si", "S", "H", "H", "H", "H", "H", "H", "H", "H", "H", "H"], "coordinates": [[0.73097, 1.08109, 0.54603], [1.95365, -1.73539, 0.61330], [-0.62024, 0.82762, -0.05576], [-2.00477, -1.09998, -0.72203], [-1.30785, -0.31605, 0.30761], [3.45761, 0.85662, 0.12034], [1.99161, 0.02743, -1.76692], [2.15733, -0.02980, -0.13442], [-1.88411, 2.36037, 0.30484], [1.18712, 1.97517, 0.30878], [0.65150, 1.01298, 1.58339], [2.43228, -2.18845, 1.58785], [1.16180, -2.37245, 0.27856], [-0.75116, 0.79788, -1.09165], [-2.97206, -0.59557, -1.16808], [-1.39655, -1.28542, -1.62241], [-2.31455, -2.03223, -0.18416], [-1.62473, -0.30545, 1.23396], [-0.84786, 3.02161, -0.13924]], "atomic_forces_ev_per_a": [[-0.2, -2.2, -1.1], [1.5, 0.1, 1.8], [-0.7, 0.3, -0.3], [-1.7, -0.2, 0.5], [-0.2, 0.2, -1.8], [-0.4, -0.7, 0.3], [-0.1, -0.4, 1.7], [-0.5, -0.1, -0.9], [0.2, -1.3, 0.3], [0.3, 2.5, -0.6], [0.1, -0.1, 1.9], [-0.7, 1.3, -2.1], [-0.4, -0.3, -0.5], [1.0, 0.6, -1.8], [1.6, -0.5, 1.3], [0.2, 0.0, 0.7], [0.2, 0.6, -0.9], [-0.6, -0.8, 1.8], [0.5, 1.1, -0.2]]}



Quick rundown of relative energy (zero: lowest compared OMol25 entry of this formula, charge and spin), same order as above: 5.4 586.2 313.3 kJ/mol